one) DFT (ωB97M-V/def2-TZVPD) results for a 2-piece molecular cluster, H3OP overall.

Values from the calculation:
* SMILES string: [H][H].O=P
* total charge: 0
* HOMO: -9.89 eV
* gap between HOMO and LUMO: 8.7 eV

Positions of all 5 atoms, in Å:
1 P -1.08520 1.09720 -0.30033
2 H -1.62382 1.72754 0.90039
3 H 2.43844 -1.31996 -0.23573
4 O -1.46671 -0.33418 -0.18170
5 H 1.73728 -1.17060 -0.18262


two) DFT (ωB97M-V/def2-TZVPD) results for a 2-piece molecular cluster, H3OP overall.

Values from the calculation:
* total charge: 0
* HOMO: -9.64 eV
* gap between HOMO and LUMO: 9.6 eV

Positions of all 5 atoms, in Å:
1 H -0.77399 -0.45641 1.24275
2 H 1.63031 1.18326 0.50986
3 H -0.58182 -0.98746 -0.45773
4 P -0.60919 0.27687 0.01296
5 O 1.03223 0.12189 -0.00407


What should be chosen as the least stable of them? Choose two).


one) DFT (ωB97M-V/def2-TZVPD) results for C5H9BrOS as an isolated structure.

Values from the calculation:
* total charge: 0
* HOMO: -8.81 eV
* gap between HOMO and LUMO: 9.3 eV

Positions of all 17 atoms, in Å:
1 H -0.32839 -1.83126 -1.12283
2 C 1.97296 -0.68310 2.29606
3 H -1.20456 0.68623 -2.50977
4 C -0.31516 1.10011 -0.43274
5 H 0.30500 0.69208 2.14858
6 C 0.99267 0.04224 1.74866
7 S 1.23235 0.46422 0.02863
8 H -0.72710 2.47217 -2.14415
9 C -1.24562 -1.63111 -0.48722
10 C -0.41573 1.42076 -1.98878
11 H -2.15863 -2.12390 -1.06136
12 H 0.58164 1.31106 -2.37817
13 H 2.05418 -1.03247 3.32313
14 H -0.84797 -2.09012 0.37465
15 O -1.56491 -0.33623 -0.26477
16 Br -1.22727 2.32169 0.69925
17 H 2.89655 -0.78236 1.77083


two) DFT (ωB97M-V/def2-TZVPD) results for a 2-piece molecular cluster, C5H9BrOS overall.

Values from the calculation:
* total charge: 0
* HOMO (alpha / beta): -8.04 / -7.65 eV
* gap between HOMO and LUMO (alpha / beta): 8.1 / 7.8 eV

Positions of all 17 atoms, in Å:
1 C 0.99564 -3.10502 -0.45695
2 H -0.03812 2.00429 -0.88011
3 C -1.41320 -0.01588 1.85283
4 O -0.44574 0.76759 1.48714
5 S 1.47384 -1.06456 1.24299
6 H 1.95484 -3.52975 -0.14075
7 H -1.09268 -1.09308 1.95329
8 H -2.26440 0.33167 2.43514
9 H 0.09205 2.55812 -2.62831
10 H -1.29456 1.56360 -1.96244
11 C 0.58480 -1.89316 -0.07640
12 H -0.21702 -1.17075 -0.42428
13 C -0.52510 2.33263 -1.71929
14 H -0.95871 3.34521 -1.51000
15 Br 1.88583 2.09889 0.84699
16 C 0.76856 0.53644 1.18637
17 H 0.49395 -3.66622 -1.20621


What should be chosen as the least stable of them? Choose two).


one) DFT (ωB97M-V/def2-TZVPD) results for C2H3N2OP in the gas phase.

Values from the calculation:
* SMILES string: Pc1nnco1
* total charge: 0
* HOMO: -10.02 eV
* gap between HOMO and LUMO: 10.6 eV

Positions of all 9 atoms, in Å:
1 C 0.07922 -0.20256 -0.22338
2 H 1.47661 0.27783 -2.34078
3 H -2.38161 -0.11229 1.60987
4 O -1.13270 -0.68846 0.11937
5 P 1.27861 -0.86820 -1.42235
6 N -0.65040 1.07740 1.34106
7 H 2.43396 -0.46748 -0.70996
8 N 0.42257 0.78899 0.56259
9 C -1.52626 0.19476 1.06358


two) DFT (ωB97M-V/def2-TZVPD) results for C2H3N2OP in the gas phase.

Values from the calculation:
* total charge: 0
* HOMO (alpha / beta): -7.91 / -7.91 eV
* gap between HOMO and LUMO (alpha / beta): 7.9 / 7.9 eV

Positions of all 9 atoms, in Å:
1 H -0.09529 -2.31552 -0.68798
2 H 1.78389 -0.88037 1.05808
3 P 0.33399 -0.99486 -1.04892
4 C -1.35350 0.85194 -0.37136
5 O -1.07705 -0.42477 -0.43914
6 N 0.97609 0.94081 0.43462
7 H -2.08582 1.19571 0.35497
8 C 1.18905 -0.27773 0.50744
9 N 0.32865 1.90479 0.19229


What should be chosen as the least stable of them? Choose two).


one) DFT (ωB97M-V/def2-TZVPD) results for C22H26N2O3 in the gas phase.

Values from the calculation:
* SMILES string: O=C(NC1CCN(Cc2ccccc2)CC1)c1ccc2c(c1)OCCCO2
* total charge: 0
* HOMO: -8.39 eV
* gap between HOMO and LUMO: 9.2 eV

Positions of all 53 atoms, in Å:
1 C 1.52842 -0.48983 0.51999
2 O 3.69287 -2.83286 -1.17589
3 H -2.76693 1.64597 3.63989
4 H -4.20393 -0.07956 2.39489
5 H -0.36366 2.93329 3.21186
6 N -0.10255 1.87872 0.70951
7 H 5.13366 -3.93105 -1.99107
8 H 6.16960 -0.50562 -3.27185
9 C 3.45886 -0.39616 -1.48883
10 C 4.79803 -2.89350 -2.05908
11 C -0.94104 2.97660 1.12881
12 C -4.75823 -1.32749 0.17016
13 H 1.96343 -2.58845 0.58797
14 C 2.80455 0.75308 -1.07347
15 H 0.81059 -0.54378 1.32525
16 H -0.57200 0.98490 0.71111
17 H -1.24664 0.79276 3.31360
18 C -3.24097 -0.28331 1.89345
19 H -5.96110 -2.23316 -1.34727
20 H -0.37386 3.89320 0.93920
21 C -1.27427 2.85183 2.61887
22 H -1.74196 -2.30397 -2.00551
23 H 6.88231 -2.32297 -1.95809
24 H 3.05494 1.69195 -1.54304
25 H 6.12191 0.23473 -1.65255
26 H -1.39172 -1.13817 0.12593
27 C 1.17304 2.01297 0.29534
28 O 1.74453 3.08611 0.22418
29 C -1.96328 1.50582 2.89458
30 C -2.24807 2.96568 0.32631
31 H -3.76679 1.43161 0.11045
32 H -5.60777 -1.05163 0.77948
33 C 5.69239 -0.55194 -2.28949
34 H -2.01668 2.72086 -0.71077
35 C 1.82777 0.72568 -0.08739
36 H 5.90984 -1.85245 -0.56048
37 H -3.96711 2.43137 1.56056
38 C 2.18259 -1.63762 0.12729
39 H -1.92944 3.67972 2.89225
40 C -3.47597 -1.01336 0.59776
41 H 4.47578 -2.69057 -3.08814
42 C 5.91312 -1.93223 -1.65002
43 C -3.22376 1.93345 0.91358
44 O 4.33464 -0.27784 -2.55517
45 N -2.48157 0.93339 1.66256
46 C 3.14523 -1.62152 -0.88286
47 H -4.03107 -2.85987 -2.75097
48 C -2.59204 -2.03218 -1.39719
49 C -4.95765 -1.99246 -1.02779
50 H -2.64744 -0.91932 2.55983
51 H -2.70067 3.95708 0.34515
52 C -2.39460 -1.37394 -0.19779
53 C -3.87537 -2.34396 -1.81511


two) DFT (ωB97M-V/def2-TZVPD) results for C22H26N2O3 in the gas phase.

Values from the calculation:
* SMILES string: CC(C)(C)c1ccc(OCCOCCn2cnc3ccccc3c2=O)cc1
* total charge: 0
* HOMO: -8.59 eV
* gap between HOMO and LUMO: 9.3 eV

Positions of all 53 atoms, in Å:
1 O 0.22424 1.05968 2.58540
2 H 3.32038 4.60530 -1.48603
3 C -5.16242 -2.99237 -2.85756
4 H -5.69565 -3.85118 0.38020
5 C -1.95376 -1.00183 -0.10967
6 C -4.05084 -2.19629 -2.70381
7 H 1.67407 -1.13418 2.58840
8 C 1.16838 2.22644 -0.70422
9 C -1.81505 -1.25962 2.30395
10 H 0.64083 2.59667 -1.56943
11 H -3.57214 -1.72244 -3.54599
12 O 0.11969 -1.94878 3.67337
13 C -5.76539 -3.59435 -1.75323
14 H 2.97133 0.89935 2.41231
15 C -3.51554 -1.98314 -1.42920
16 H 3.06811 0.55092 -2.90051
17 N -2.40877 -1.18273 -1.28933
18 H -5.57508 -3.15369 -3.84273
19 C 3.32548 2.49519 -1.97867
20 H 5.21330 2.97073 -1.01283
21 H -0.06035 0.49817 4.47920
22 H 1.80784 1.70460 -3.32864
23 H 1.86552 -1.27639 4.35730
24 H 4.23967 1.52248 0.47274
25 C 2.44032 1.26666 1.54745
26 C -5.25044 -3.39754 -0.49246
27 C 3.16838 1.62931 0.42403
28 H 5.33632 2.63528 -2.73605
29 C 0.74904 0.45472 3.74606
30 H -1.47361 -0.22363 2.31772
31 H -1.01164 -3.23437 2.63816
32 H 3.41174 1.85124 -4.04479
33 C 2.55743 2.10788 -0.72523
34 H -0.64257 1.99380 0.41170
35 C -3.56928 -2.38138 1.01716
36 H -6.63776 -4.21519 -1.89109
37 C 2.87125 1.59477 -3.13613
38 C -0.62739 -2.21735 2.51350
39 N -2.46074 -1.52801 1.03603
40 H 5.10698 1.30438 -1.60896
41 C 1.16720 -1.01619 3.55642
42 H 0.02111 -2.19116 1.62354
43 H 3.59555 4.26470 -3.19684
44 C -4.12384 -2.59118 -0.31622
45 H 1.97684 4.12163 -2.51856
46 O -3.99443 -2.87151 2.04327
47 C 4.83953 2.33820 -1.81466
48 H -1.08485 -0.36503 0.00516
49 H 1.59965 1.03151 4.12709
50 C 1.05889 1.38390 1.54802
51 H -2.55049 -1.42026 3.09544
52 C 3.03218 3.96372 -2.31616
53 C 0.43076 1.87853 0.40538


What should be chosen as the least stable of them? Choose one).


one) DFT (ωB97M-V/def2-TZVPD) results for C25H51AlO19 as an isolated structure.

Values from the calculation:
* total charge: +2
* HOMO: -13.76 eV
* gap between HOMO and LUMO: 1.4 eV

Positions of all 96 atoms, in Å:
1 O 1.15536 -9.55003 -0.60996
2 H 2.07767 1.34136 0.31242
3 H -0.27739 0.97506 -5.87954
4 H 1.14232 -3.82975 6.18293
5 O 0.03002 1.02703 0.14722
6 O 9.53277 3.27304 0.91506
7 H 4.48501 1.31573 4.61888
8 C 1.26629 -3.15094 5.33915
9 H -6.00352 7.33271 7.34587
10 H 1.04927 1.95074 -5.71661
11 H 0.76072 -0.33929 -7.92922
12 H 6.73133 3.07264 -2.77721
13 C -10.14020 0.41344 -4.86016
14 C 8.06401 2.36488 -1.39358
15 H -10.84370 -0.10294 -4.20707
16 H -7.12489 6.15711 5.54755
17 C -6.99134 -0.61633 -3.28998
18 O -5.95266 4.70131 6.64698
19 H -8.97084 1.15752 -3.21806
20 H 7.54674 2.64827 -0.47694
21 H 13.18935 3.57829 0.31525
22 H 7.92005 4.36555 -2.26885
23 H 7.77836 1.38285 -1.77059
24 C -6.77799 6.63497 7.66439
25 H 2.87091 -5.83939 -0.72122
26 O -1.32998 3.38568 -6.13041
27 O 11.37114 2.68562 -0.32304
28 H -7.69451 7.19333 7.85504
29 H -1.93780 3.40139 6.57007
30 O 4.15688 -2.53213 5.37769
31 C -0.93950 -10.40042 0.43248
32 O -4.76263 5.22538 4.70937
33 H 1.60877 -0.23404 0.69636
34 C 1.33554 0.59133 0.03893
35 H -2.86600 4.79828 -7.74788
36 H 1.09546 -11.27071 0.53814
37 H -4.83328 -1.41204 -1.87650
38 H -0.66361 -2.24082 5.30883
39 C 10.06090 2.74115 -0.09868
40 H 8.32343 3.03730 -3.39574
41 H 2.66055 -6.18089 0.99084
42 H 2.22147 0.60826 -7.72551
43 C -4.85631 4.79917 5.89341
44 C -5.57334 -2.19046 -2.06219
45 H 0.43173 -11.31620 -0.95891
46 C -8.78579 0.69154 -4.18590
47 H -5.01429 -3.05695 -2.41542
48 H 1.93412 -3.63484 4.62643
49 C 1.57771 -8.59832 0.22548
50 H 1.60978 -0.55635 -6.49881
51 O 9.46141 2.29110 -1.23779
52 O -8.18956 -0.59616 -3.88567
53 H -1.60192 5.74508 -7.36063
54 C 3.27595 -1.66602 5.44751
55 H 12.53186 2.17630 1.33303
56 H -1.41332 -11.30654 0.81004
57 C 0.49190 -10.63523 -0.10993
58 C -2.58415 3.96602 5.89811
59 H -1.92121 5.68968 -9.06204
60 H -7.92086 5.06778 6.61069
61 H -0.48202 -3.88577 4.49394
62 O 1.96048 -1.90666 5.64406
63 C 4.57944 0.23734 4.74637
64 O -0.97127 4.00542 -8.23853
65 H -6.58302 6.16172 8.62676
66 C 12.32449 3.02492 0.68115
67 O 3.42657 -0.33648 5.34764
68 H 4.75827 -0.10814 3.72816
69 H -2.06581 4.91116 5.73653
70 H -2.76460 3.51933 4.92034
71 O 2.34036 -7.74820 -0.48062
72 O -6.67025 -1.91631 -2.95470
73 O 1.48174 -8.49266 1.44904
74 C -1.89659 5.07103 -8.16495
75 H -8.14034 1.29476 -4.82436
76 H -10.63866 1.32480 -5.19041
77 O -6.20334 0.33559 -3.16202
78 H 4.05605 -6.86712 0.15884
79 C -0.06781 -2.89309 4.67034
80 O -3.91970 4.00762 6.50730
81 C -0.80317 3.24258 -7.19942
82 H -1.59985 -10.06969 -0.36918
83 C 1.34200 0.23033 -7.20415
84 H -0.90898 -9.61099 1.18346
85 C 7.75893 3.31376 -2.50523
86 C 3.00486 -6.60179 0.04618
87 O 0.12425 2.24712 -7.55121
88 C 0.53743 1.37167 -6.48524
89 H 1.43693 0.21500 -0.97901
90 Al -3.63709 4.86049 -0.97347
91 H 11.94715 3.81949 1.32486
92 H -6.02922 -2.52391 -1.12993
93 H 5.45388 0.11857 5.38617
94 C -7.02200 5.67780 6.52109
95 H 0.18821 -2.32829 3.77392
96 H -10.09552 -0.23149 -5.73776


two) DFT (ωB97M-V/def2-TZVPD) results for C25H51AlO19 as an isolated structure.

Values from the calculation:
* total charge: +2
* HOMO: -14.92 eV
* gap between HOMO and LUMO: 2.5 eV

Positions of all 96 atoms, in Å:
1 H 17.39859 39.39160 -15.08840
2 H 12.73001 51.32339 -10.81364
3 H 15.76967 39.67860 -14.55045
4 C 16.29855 46.91675 -7.66406
5 H 16.48829 44.87414 -11.62221
6 H 12.36887 52.41534 -12.14959
7 H 13.82379 47.34604 -9.69960
8 O 12.60727 48.41699 -15.07669
9 H 17.76239 50.57867 -13.50310
10 C 15.49177 51.81645 -11.63247
11 H 16.74364 47.27638 -10.48546
12 H 21.48246 47.61707 -15.21094
13 H 16.57721 49.64535 -12.57247
14 H 18.80310 45.86718 -16.80710
15 O 17.48123 43.36904 -9.23151
16 O 14.58890 47.60865 -15.23093
17 H 16.55676 47.60116 -15.52480
18 H 16.74240 44.18433 -6.82312
19 H 16.08294 46.45834 -14.32219
20 O 17.42409 41.99683 -16.32100
21 C 17.16047 50.56943 -12.59396
22 H 13.56888 54.23311 -10.92415
23 O 14.18953 49.20360 -13.68700
24 H 14.72916 45.89597 -9.72983
25 H 18.36290 47.27002 -6.05424
26 O 15.42384 51.04603 -10.70349
27 H 15.35034 47.31030 -11.61700
28 H 17.45066 47.08687 -12.07339
29 H 17.22805 47.43781 -4.64135
30 C 16.39885 41.07968 -16.00014
31 C 16.10731 42.73541 -11.52063
32 C 18.31085 45.30186 -16.02344
33 H 15.62309 41.94683 -12.08405
34 C 11.81532 50.72265 -15.17011
35 C 17.35007 43.20610 -15.83058
36 O 16.29785 51.68055 -12.68181
37 H 12.84058 51.08099 -15.12759
38 H 20.69370 43.14675 -19.53289
39 H 10.66492 48.93315 -14.81529
40 H 14.18908 53.02586 -9.79493
41 C 14.83796 46.97183 -9.55146
42 H 18.46587 46.25197 -13.32359
43 C 15.71091 47.60819 -10.62693
44 H 15.46178 41.61662 -15.81384
45 O 18.32727 43.95076 -16.36717
46 H 14.85209 44.38249 -12.15102
47 O 21.09596 46.24893 -17.20354
48 C 16.24385 43.20875 -6.84536
49 H 18.74640 45.43102 -15.01095
50 C 22.26997 44.16091 -18.53339
51 H 16.13330 48.24878 -13.95731
52 H 17.30460 45.71077 -15.94035
53 C 16.30517 43.06009 -9.18921
54 H 17.84075 50.58451 -11.73986
55 C 12.53364 52.36699 -11.07061
56 H 15.47482 43.15664 -6.08638
57 O 16.27483 47.24165 -6.39252
58 O 14.79941 52.91004 -11.78562
59 H 22.14422 44.99211 -19.22532
60 H 23.18616 43.68115 -18.87978
61 O 17.24058 46.41983 -8.26071
62 H 20.81740 46.26678 -14.24243
63 C 17.42539 46.96529 -5.59383
64 H 21.47529 42.17095 -18.24284
65 H 19.06135 47.82219 -12.63955
66 H 11.59750 50.64977 -16.24850
67 O 22.60701 44.58338 -17.20498
68 C 16.69910 40.18165 -14.81610
69 H 17.06919 42.51742 -6.64614
70 Al 19.78829 45.10128 -8.74016
71 C 21.73920 46.72614 -14.64399
72 O 22.41185 45.77183 -15.43671
73 H 17.17358 42.51351 -11.45539
74 O 15.60896 42.91285 -8.08577
75 O 16.58807 43.59750 -14.97786
76 O 19.09296 46.22187 -11.44119
77 C 13.79309 53.17470 -10.79805
78 H 17.08558 40.75009 -13.97188
79 C 18.55053 46.89257 -12.35736
80 H 11.03841 51.43136 -14.88967
81 H 20.34089 43.45920 -17.87789
82 C 13.80877 48.47398 -14.56658
83 O 15.55136 42.69399 -10.19240
84 H 11.65021 52.71630 -10.54802
85 C 15.87767 47.47042 -14.67026
86 H 16.08783 40.46750 -16.84827
87 H 17.51263 45.88595 -5.43280
88 C 21.96055 45.59484 -16.68174
89 C 11.63977 49.34562 -14.57074
90 H 16.27607 44.06417 -13.14310
91 H 22.35730 46.89803 -13.76710
92 H 11.68799 49.38647 -13.48014
93 H 15.60950 48.69312 -10.59085
94 O 15.16697 47.30498 -8.21232
95 C 21.15407 43.16371 -18.54474
96 C 15.90224 44.09632 -12.11453


What should be chosen as the least stable of them? Choose one).